# 1
DFT (the ωB97M-V functional and the def2-TZVPD basis) results for C30H26N7O6SW as an isolated structure.

Structure (XYZ):
```
71
Properties=species:S:1:pos:R:3
C -3.2246 -1.3426 2.4436
H 6.5873 1.6676 -2.5358
C -3.9083 3.4854 2.9323
C 0.4936 -2.3713 -5.7004
C 1.0875 -0.8073 -3.4831
C 2.1725 1.0281 1.8809
O 1.5413 -1.8015 -0.5583
H -4.1756 0.0730 -1.8634
H 2.1047 -2.9065 1.8132
C -4.6492 2.9086 0.7229
C 3.3089 1.3303 -3.2937
H -4.8494 -2.5790 3.0700
C -3.4649 0.8834 -0.3032
H 3.6430 2.3887 1.6434
C 3.8730 0.0028 -1.3725
C -1.9298 2.0671 3.8053
H 4.2048 0.8039 2.0125
H -1.1140 -0.9971 -6.0438
H 0.2701 -2.9735 -6.5703
C -0.2841 -1.2648 -5.4036
H -5.5420 4.4480 1.9269
C 2.9236 0.4528 -2.2804
C -2.9021 2.5388 2.8072
N -1.9121 -1.1805 2.2615
O -0.9182 1.8891 -0.3849
H 2.7259 -2.1645 -3.1640
C 0.3427 -1.9067 2.4586
C -3.7780 -2.5074 2.9469
H 4.9032 2.4553 -4.1689
S 0.8845 2.1369 1.7100
H 0.9976 -3.9300 2.6871
H 3.6103 -0.7397 -0.6304
C 0.0061 -0.4837 -4.2911
N -2.7300 1.8449 1.6679
H 2.1875 -3.5561 -5.1204
H 0.7058 2.0653 -2.6461
H -2.5002 3.1546 5.2851
H 5.9371 0.0554 -0.7856
C -4.7630 3.7005 1.8594
H -4.0425 4.0511 3.8458
N 1.8988 -0.2731 2.0631
C 1.4071 -2.9266 2.6538
O -1.1399 1.1919 3.4222
C 1.4628 0.0139 -2.2546
C 5.5610 1.3354 -2.4586
C -0.1146 1.1016 -1.0159
H 1.9486 -2.7430 3.5867
H -3.3295 -4.4769 3.6846
O -4.3111 0.8405 -1.2772
C -1.0852 -2.1989 2.6039
C -3.6286 1.9744 0.6770
N 0.5898 -0.6725 2.1680
H 2.5936 1.6392 -4.0494
N 3.4248 1.4288 1.8681
C 1.0681 -0.7778 -0.9754
N 0.0455 -0.0632 -0.3705
H -0.6076 0.3840 -4.0824
O -1.8562 2.4751 5.0326
C -1.5678 -3.3893 3.1141
W -1.0011 0.6141 1.3462
H -3.8620 -0.5111 2.1770
O -2.6052 0.0160 -0.0833
C 4.6150 1.7788 -3.3759
H -5.3482 2.9972 -0.0982
H 2.6150 -0.9863 2.0289
C 1.5723 -2.6980 -4.8865
C -2.9371 -3.5512 3.2855
N 0.5999 1.2205 -2.1037
C 5.1905 0.4406 -1.4688
H -0.8950 -4.1861 3.3928
C 1.8737 -1.9173 -3.7846
```

Properties
strongest force on any atom = 0.00711 Eh/bohr
total energy = -2458.0987 Eh
2S+1 = 1
total charge = +3
HOMO-LUMO gap (alpha / beta) = 5.55 / 5.55 eV



# 2
DFT (the ωB97M-V functional and the def2-TZVPD basis) results for C30H27Br36ClO2 as an isolated structure in a non-equilibrium geometry.

Structure (XYZ):
```
96
Properties=species:S:1:pos:R:3
C -1.5873 -0.5304 -0.2379
Br 6.0672 4.6243 -0.0776
H 0.4798 -2.1923 -3.5248
C -7.3336 -6.4153 0.8862
Br 4.7143 2.4136 2.2985
Br 6.9442 7.6937 0.0894
Br 3.3142 7.6681 -0.6545
Br -1.6151 5.8858 -6.3471
C -3.0205 -1.1469 1.7545
O 0.6940 2.3087 0.1561
H -2.3637 -0.1469 3.6330
H 1.6740 -5.7196 -0.6255
H -3.3786 -3.7813 1.6668
C 6.8631 6.1112 -1.0188
H 4.4688 -0.4725 -2.4406
H 3.0201 -2.0761 -3.7482
C -4.3096 -3.4121 2.1723
C 1.0668 -1.4791 -2.9112
H 2.3483 3.0990 2.1621
C 2.6611 0.4101 -1.2967
Br 0.3965 -3.7272 -1.3707
Br 6.0501 -3.4265 0.7863
H 6.2059 6.3401 -1.8519
C 2.5249 -1.3876 -3.0322
Br 4.6276 -0.6052 0.2445
O -1.9429 -0.7440 -2.6455
H -3.8930 -1.8237 3.6088
C 3.3460 -0.4566 -2.2704
Br -8.0852 -1.2567 6.8782
C -2.7102 -1.2636 0.3332
Br 0.9136 -6.5252 -2.8437
Br -5.5414 -7.0667 0.5648
Br 0.9409 4.9988 1.3449
Br 7.2755 -4.2253 -10.6232
C -6.1282 -0.9065 3.8560
H 3.2818 1.1138 -0.6998
C -0.7566 0.3816 0.5756
C -1.6170 6.5550 -4.5330
Br 3.0443 4.4582 4.1055
C 1.6040 -5.2253 -1.5888
C -1.1576 -0.6330 -1.7394
Br -0.9801 5.2280 -3.2791
C -6.8782 -0.1300 7.8859
Br -3.3485 7.2495 -4.0239
Br 6.1826 1.0255 -6.7819
C -0.8043 5.4499 2.0431
C -1.0592 0.5207 1.9911
H -7.1994 -0.5938 3.8642
H 7.1873 -2.1719 -9.2351
H 6.0182 -1.3635 2.1619
H -4.5839 -4.0565 3.0413
H -1.3148 -6.0995 5.0405
H -5.2927 -0.0072 2.0587
Br 4.9883 -3.1558 -8.6546
H -6.2458 -1.5316 1.6690
H 1.0581 6.8632 -1.2884
C 5.2436 -1.8606 1.5867
Br 3.8324 -2.3282 2.8221
Br -3.7137 -5.8350 4.4716
C 0.4140 1.1585 -0.1108
Cl -3.6892 -2.3000 -0.7333
Br -1.2545 -6.7980 2.6620
C 1.2215 0.2983 -1.1532
Br -7.7148 -4.8235 -0.1441
Br 7.6003 -1.7868 -6.2001
Br 5.3024 -0.7106 -4.2368
H -0.4241 1.2205 2.5834
Br 3.3917 -4.6541 -2.0584
Br 5.8650 -1.4050 -11.1874
C 6.7546 -0.2279 -5.4258
H 7.5046 0.2745 -4.8239
C -2.1595 -0.2534 2.5449
C 2.9838 2.8727 3.0113
H -5.1367 -3.5000 1.4103
Br 0.4520 9.0622 -0.3186
H -5.5174 -0.1372 4.4106
Br 1.5351 8.3159 -3.2386
H -1.4384 5.6751 1.1919
C 1.5251 7.8409 -1.3643
H -0.9186 7.3847 -4.4986
Br -1.2333 -3.8682 3.9602
Br -1.6128 3.9602 2.9729
Br 2.1716 1.3861 3.9446
H -5.9476 -1.8937 4.3651
H -8.0188 -7.1854 0.5483
Br -7.2579 1.7469 7.6182
Br -5.0255 -0.5482 7.5168
Br -0.7475 7.0393 3.1445
C -4.1625 -1.8796 2.5129
H -7.0476 -0.3424 8.9360
C -1.8089 -5.7059 4.1588
Br -7.6680 -6.1452 2.7719
C 6.4354 -2.6692 -9.8398
C 0.3877 -0.6251 -1.9574
C -5.5283 -1.0616 2.3846
Br 8.5905 5.6654 -1.7661
```

Properties
strongest force on any atom = 0.06112 Eh/bohr
total energy = -94434.2771 Eh
2S+1 = 1
total charge = 0
HOMO-LUMO gap = 8.09 eV



# 3
DFT (the ωB97M-V functional and the def2-TZVPD basis) results for C30H27BrN2O6PtSSe as an isolated structure in a non-equilibrium geometry.

Structure (XYZ):
```
69
Properties=species:S:1:pos:R:3
H -0.4440 -0.1277 5.8543
C -0.7574 -0.2412 4.8133
H -0.4682 6.0707 2.9905
N 0.4479 -2.5365 1.2149
Se 2.9008 0.1414 0.9676
C -2.2815 -0.8691 -1.2730
C -2.3030 -0.9411 0.9662
H -2.8685 -2.8863 5.5154
C -0.6322 5.1862 2.3890
H 1.0011 -1.7880 1.6164
C -1.6127 4.2724 2.7384
H -1.4900 -2.2453 6.4195
H -2.6160 2.4322 2.2747
O 3.8119 1.4526 1.0446
C -1.8419 3.1342 1.9904
C 0.4508 -6.2140 1.3352
C 2.2453 -4.1037 1.5719
H 1.2812 0.7888 -3.5059
H 0.1309 0.6763 -5.6824
H -2.7990 -0.0535 6.5985
C -1.6949 -0.5029 -2.5288
H -1.2423 -2.9789 4.8260
H -2.1973 -0.1362 -5.8522
H -4.1074 -0.6518 5.5696
H -3.2465 0.8308 5.1307
C -2.0963 -0.9791 4.7670
Pt 0.4062 0.1896 -0.5807
H 3.7314 -5.6021 1.8438
H -0.8934 -0.1957 2.3712
Br -2.6800 4.5925 4.2939
O 2.6934 -0.4580 -0.5677
C -1.8406 -0.7134 2.2602
C -3.7964 -1.8312 3.0856
C -0.0615 3.7933 0.4906
C -2.3608 -0.5420 -3.7578
C -4.2708 -2.0503 1.8048
C 0.8842 -3.8277 1.3506
C -0.3587 -0.0116 -2.3896
C -0.3805 0.3387 -4.7871
C -3.1290 -0.1662 5.5622
C -1.6982 -0.1236 -4.8908
O 0.9741 2.4354 -1.2055
C 2.6769 -5.4119 1.6737
O 1.2882 0.4706 1.3577
H -3.3896 -0.8828 -3.8130
C -0.0036 -4.9092 1.2321
N -1.6331 -0.5731 -0.1797
C 0.2729 0.3981 -3.5728
C 1.7938 -6.4824 1.5586
C 0.1275 4.9414 1.2551
C 0.8034 3.6013 -0.7595
C -1.9168 -2.3583 5.4196
H 0.8934 5.6362 0.9372
H -5.2085 -2.5699 1.6472
O 1.2855 4.6503 -1.2226
H 0.0277 -0.7845 4.2833
C -1.0508 2.9027 0.8712
C -2.5827 -1.1654 3.3348
H -4.3838 -2.1969 3.9192
H 2.1483 -7.5036 1.6380
H -1.0567 -4.7095 1.0558
H -0.2569 -7.0312 1.2398
H -0.8315 0.7569 4.3754
O 3.3816 -1.0240 1.9811
H -0.5360 -2.4022 1.2930
H 2.9301 -3.2650 1.6550
S -3.7749 -1.7366 -0.9912
H -1.2123 2.0179 0.2841
C -3.5139 -1.5994 0.7326
```

Properties
strongest force on any atom = 0.02062 Eh/bohr
total energy = -7213.3468 Eh
2S+1 = 1
total charge = -2
HOMO-LUMO gap = 5.92 eV